1.
Entry from the Open Molecules 2025 dataset: C28H24Cl2N2O4ReS as an isolated structure (ωB97M-V with the def2-TZVPD basis set).

```
! wB97M-V def2-TZVPD RIJCOSX def2/J DEFGRID3
* xyz 2 4
Re 0.118 -1.003 0.803
C -2.991 1.299 2.710
O -2.577 1.100 4.062
C -1.427 0.502 4.412
C -1.191 0.464 5.792
C -0.048 -0.093 6.333
C 0.917 -0.634 5.502
C 0.703 -0.644 4.123
C 1.774 -1.111 3.299
N 1.739 -1.238 2.005
N 2.968 -1.492 1.385
C 2.834 -1.408 0.108
O 1.624 -1.111 -0.427
C 3.954 -1.604 -0.809
C 5.198 -1.994 -0.313
C 6.255 -2.169 -1.186
C 6.075 -1.957 -2.548
C 4.838 -1.568 -3.043
C 3.773 -1.391 -2.176
C -0.474 -0.083 3.586
O -0.668 -0.111 2.225
H -3.943 1.815 2.784
H -3.134 0.350 2.195
H -2.282 1.925 2.169
H -1.947 0.907 6.426
H 0.096 -0.088 7.404
H 1.833 -1.045 5.905
H 2.733 -1.328 3.760
H 5.327 -2.157 0.748
H 7.221 -2.473 -0.808
H 6.906 -2.096 -3.227
H 4.706 -1.405 -4.104
H 2.806 -1.085 -2.552
Cl -1.380 -3.298 2.202
C -1.283 -4.149 0.665
Cl -0.505 -3.090 -0.583
H -2.280 -4.380 0.309
H -0.656 -5.025 0.768
O -1.199 -0.167 -0.536
S -1.009 1.345 -0.951
C -0.476 1.284 -2.620
C -1.131 0.477 -3.544
C -0.681 0.487 -4.851
C 0.389 1.304 -5.215
C 1.025 2.106 -4.279
C 0.601 2.094 -2.957
C -2.680 1.921 -1.077
C -2.850 3.272 -1.350
C -4.141 3.763 -1.453
C -5.227 2.912 -1.276
C -5.032 1.568 -0.994
C -3.745 1.055 -0.889
H -1.974 -0.135 -3.250
H -1.169 -0.130 -5.592
H 0.724 1.314 -6.243
H 1.855 2.734 -4.572
H 1.099 2.698 -2.209
H -2.000 3.931 -1.486
H -4.300 4.810 -1.670
H -6.232 3.303 -1.356
H -5.882 0.913 -0.859
H -3.578 0.009 -0.674
*
```

Properties
expectation value of S²: 3.79
DFT total energy: -78589.394 eV
energy above the lowest of the compared OMol25 structures with the same formula, charge and spin: 0.444 eV
largest force on an atom: 0.59 eV/Å

=====

2.
Entry from the Open Molecules 2025 dataset: one molecule with the formula C28H24N4O2S at a distorted geometry (ωB97M-V with the def2-TZVPD basis set).

```
! wB97M-V def2-TZVPD RIJCOSX def2/J DEFGRID3
* xyz 0 1
C -1.172 -0.631 2.183
C -1.659 0.739 1.833
C -3.000 1.066 1.941
C -3.463 2.329 1.611
C -2.574 3.294 1.170
C -1.232 2.991 1.049
C -0.766 1.715 1.363
N 0.567 1.360 1.296
C 1.454 1.803 0.530
S 1.319 3.023 -0.792
C 2.902 2.494 -1.503
C 2.732 1.583 -2.730
C 1.909 0.347 -2.366
O 2.422 -0.705 -2.060
N 0.570 0.588 -2.394
C -0.475 -0.220 -1.929
C -0.310 -1.604 -1.716
C -1.353 -2.348 -1.244
C -2.609 -1.766 -0.972
C -3.696 -2.515 -0.477
C -4.901 -1.916 -0.233
C -5.073 -0.544 -0.476
C -4.037 0.209 -0.952
C -2.780 -0.377 -1.208
C -1.691 0.374 -1.683
C 3.621 1.736 -0.395
O 4.794 1.477 -0.415
N 2.759 1.385 0.606
C 3.226 0.560 1.707
C 3.304 -0.900 1.335
C 2.223 -1.567 0.773
C 2.372 -2.905 0.449
C 3.586 -3.523 0.698
C 4.597 -2.769 1.273
N 4.461 -1.493 1.586
H -0.204 -0.575 2.675
H -1.057 -1.229 1.279
H -1.883 -1.135 2.833
H -3.695 0.318 2.294
H -4.513 2.561 1.707
H -2.922 4.286 0.926
H -0.533 3.753 0.736
H 3.473 3.382 -1.780
H 2.264 2.140 -3.543
H 3.725 1.251 -3.039
H 0.282 1.537 -2.600
H 0.647 -2.052 -1.927
H -1.227 -3.409 -1.076
H -3.559 -3.571 -0.295
H -5.730 -2.495 0.147
H -6.033 -0.089 -0.281
H -4.163 1.266 -1.137
H -1.821 1.436 -1.843
H 2.534 0.708 2.540
H 4.231 0.894 1.976
H 1.294 -1.049 0.595
H 1.552 -3.455 0.011
H 3.746 -4.561 0.452
H 5.565 -3.200 1.495
*
```

Properties
DFT total energy: -50318.385 eV
energy above the lowest of the compared OMol25 structures with the same formula, charge and spin: 0.000 eV
largest force on an atom: 1.08 eV/Å

=====

3.
Entry from the Open Molecules 2025 dataset: a 4-piece molecular cluster, C28H24N4O4 overall at a distorted geometry (ωB97M-V with the def2-TZVPD basis set).

```
! wB97M-V def2-TZVPD RIJCOSX def2/J DEFGRID3
* xyz 0 1
C -0.922 -2.210 3.532
C -1.191 -1.195 2.940
C -1.480 -0.294 1.802
C -2.814 -0.028 1.387
C -3.056 0.810 0.265
C -4.493 1.101 -0.196
C -5.574 0.798 0.892
C -6.919 1.355 0.360
O -7.000 2.455 -0.125
O -8.019 0.554 0.421
C -1.980 1.399 -0.462
C -0.698 1.134 0.010
C -0.402 0.297 1.127
C 1.107 0.189 1.343
O 1.609 -0.416 2.245
N 1.726 0.903 0.266
C 0.675 1.604 -0.465
O 0.994 2.434 -1.266
H -0.687 -3.124 4.064
H -3.638 -0.488 1.950
H -4.755 0.497 -1.091
H -4.562 2.178 -0.436
H -5.303 1.294 1.844
H -5.691 -0.294 1.034
H -8.729 1.074 0.010
H -2.126 2.028 -1.348
H 2.059 0.168 -0.370
C 4.298 3.833 -4.377
C 5.103 3.020 -5.158
C 5.120 1.660 -4.888
N 4.407 1.088 -3.916
C 3.640 1.891 -3.175
C 3.547 3.261 -3.364
H 4.255 4.900 -4.557
H 5.705 3.430 -5.958
H 5.733 0.983 -5.474
H 3.074 1.400 -2.393
H 2.906 3.860 -2.732
C 4.266 -1.801 6.089
C 3.538 -2.636 6.921
C 2.281 -3.042 6.505
N 1.726 -2.674 5.347
C 2.445 -1.866 4.556
C 3.713 -1.407 4.882
H 5.254 -1.462 6.378
H 3.936 -2.964 7.872
H 1.675 -3.698 7.122
H 1.972 -1.577 3.619
H 4.252 -0.757 4.205
C -1.597 -1.910 -4.400
C -2.116 -2.400 -3.212
C -1.376 -2.229 -2.053
N -0.188 -1.622 -2.013
C 0.294 -1.159 -3.170
C -0.366 -1.275 -4.383
H -2.145 -2.023 -5.327
H -3.074 -2.903 -3.185
H -1.743 -2.592 -1.098
H 1.262 -0.672 -3.109
H 0.072 -0.879 -5.288
*
```

Properties
DFT total energy: -43573.746 eV
energy above the lowest of the compared OMol25 structures with the same formula, charge and spin: 2.774 eV
largest force on an atom: 2.17 eV/Å

=====

4.
Entry from the Open Molecules 2025 dataset: C28H25AsF2N4SSe4TeTi as an isolated structure at a distorted geometry (ωB97M-V with the def2-TZVPD basis set).

```
! wB97M-V def2-TZVPD RIJCOSX def2/J DEFGRID3
* xyz -2 3
Ti 8.780 -14.658 8.074
F 12.608 -18.746 8.091
C 12.421 -17.389 8.161
C 11.143 -16.901 7.867
C 10.831 -15.545 8.050
C 11.922 -14.737 8.547
C 13.183 -15.287 8.778
F 14.276 -14.558 9.184
C 13.482 -16.615 8.545
C 11.602 -13.288 8.627
C 12.524 -12.308 9.042
C 12.122 -10.971 9.063
C 10.862 -10.617 8.645
C 10.003 -11.658 8.308
N 10.350 -12.957 8.303
H 10.420 -17.624 7.552
H 14.452 -17.000 8.775
H 13.488 -12.630 9.422
H 12.837 -10.186 9.373
H 10.475 -9.607 8.641
H 8.954 -11.471 8.017
Se 6.061 -12.631 8.008
Se 6.516 -10.413 8.783
Te 2.987 -14.381 10.588
Se 5.470 -14.060 9.966
N 8.040 -12.170 10.962
C 8.310 -13.417 11.348
N 8.832 -14.380 10.641
C 9.125 -15.436 11.492
C 9.804 -16.602 11.086
C 10.068 -17.579 12.015
C 9.694 -17.439 13.341
C 9.048 -16.303 13.762
C 8.759 -15.297 12.823
S 8.004 -13.764 13.044
H 7.824 -11.955 9.968
H 7.377 -11.611 11.500
H 10.059 -16.728 10.042
H 10.534 -18.493 11.711
H 9.904 -18.258 14.059
H 8.639 -16.138 14.749
C 5.518 -17.378 8.102
As 7.297 -17.243 9.024
C 6.711 -17.574 10.866
C 8.005 -19.069 8.625
C 7.087 -20.193 8.917
C 6.291 -20.746 7.934
C 5.555 -21.892 8.159
C 5.506 -22.498 9.420
C 6.290 -21.929 10.438
C 7.085 -20.833 10.191
H 5.045 -18.379 8.230
H 5.676 -17.084 7.050
H 4.918 -16.598 8.579
H 6.006 -18.384 10.928
H 6.268 -16.651 11.240
H 7.590 -17.837 11.440
H 8.970 -19.125 9.110
H 8.293 -19.007 7.560
H 6.327 -20.293 6.967
H 4.998 -22.350 7.342
H 4.899 -23.379 9.637
H 6.293 -22.391 11.427
H 7.774 -20.443 10.964
Se 8.720 -15.718 5.535
C 7.311 -15.062 4.467
N 6.502 -14.702 3.712
*
```

Properties
expectation value of S²: 2.01
DFT total energy: -404308.651 eV
largest force on an atom: 1.65 eV/Å